No. 1
16
Properties=species:S:1:pos:R:3:forces:R:3 method="wB97M-V/def2-TZVPD" charge=0 total_energy_ha=-743.9365 homo_energy_ev=-8.6 relative_energy_kj_mol=133.6 orbital_gap_ev=9.33
C -0.928 0.018 -0.979 0.299 0.927 -0.444
C -1.419 0.235 0.439 0.120 0.754 0.054
C 1.099 -0.303 0.382 1.300 -1.126 1.518
C 1.679 1.103 0.423 1.101 -0.004 2.558
C 0.597 0.088 -0.965 -0.651 0.449 -0.738
H -1.037 -1.306 -2.335 -0.605 -0.280 1.107
H -1.209 0.809 -1.691 -0.519 0.115 0.357
H -2.428 -0.137 0.632 0.103 0.228 -0.294
H -1.322 1.301 0.678 -0.358 -0.177 -0.031
H 1.842 -1.095 0.474 -0.173 -0.078 -0.135
H 2.784 1.190 0.453 -0.284 -0.268 -0.719
H 1.399 1.665 1.325 -0.507 0.223 -0.363
H 1.063 -0.321 -1.876 -0.215 -0.187 0.322
O -1.378 -1.220 -1.410 0.334 -0.982 -1.802
O 1.044 1.446 -0.763 -0.492 0.673 -1.351
S -0.287 -0.672 1.496 0.546 -0.266 -0.038

=====

No. 2
15
Properties=species:S:1:pos:R:3:forces:R:3 method="wB97M-V/def2-TZVPD" charge=0 total_energy_ha=-287.6438 homo_energy_ev=-7.3 relative_energy_kj_mol=495.4 orbital_gap_ev=8.21
C -0.138 -0.711 -1.488 3.150 -2.562 -0.479
C -0.276 0.577 -1.723 -3.025 3.941 1.629
N -0.076 1.510 -2.753 1.477 -4.073 1.677
H 0.897 -1.106 -1.377 -0.649 -0.571 -1.823
H -0.817 -1.280 -0.880 -0.069 0.772 0.906
H -0.737 0.981 -0.765 -0.897 0.651 -1.864
H 0.423 1.114 -3.521 0.172 0.514 -0.690
H -0.361 2.438 -2.706 -0.252 1.414 0.246
C 0.387 -1.577 1.434 -0.625 0.036 0.081
C 0.555 -0.352 1.932 -0.532 -0.887 0.424
O -0.343 0.465 2.552 -1.606 -1.258 0.175
H 0.987 -2.097 0.655 -0.058 0.504 1.392
H -0.510 -2.048 1.818 -0.508 -0.294 -0.853
H 1.475 0.038 2.178 2.329 1.279 -0.778
H -1.245 0.048 2.531 1.093 0.536 -0.044

=====

No. 3
14
Properties=species:S:1:pos:R:3:forces:R:3 method="wB97M-V/def2-TZVPD" multiplicity=3 charge=0 total_energy_ha=-590.1874 s_squared=2.01 homo_energy_ev="-5.7 / -8.9" relative_energy_kj_mol=396.7 orbital_gap_ev="6.38 / 6.78"
C -1.378 1.356 -0.274 3.266 3.348 -2.388
C -3.277 -0.314 -0.355 -1.331 2.873 -1.688
C -2.210 0.579 0.351 -3.064 -2.784 -1.553
N 2.775 0.114 -0.652 1.784 -0.329 0.329
O -0.699 2.135 -0.900 -0.221 -0.448 -0.239
P 3.689 -0.548 0.442 -1.068 -0.159 -1.898
H 1.844 0.208 -0.379 -1.949 0.074 0.248
H -4.035 0.305 -1.126 2.266 -1.004 2.010
H -3.963 -0.751 0.299 -0.856 -0.796 1.388
H -2.913 -1.077 -1.015 0.831 -0.341 -0.209
H -2.079 0.709 1.367 -0.894 -0.858 2.687
H 4.176 -1.830 0.362 0.069 -1.256 -0.533
H 3.139 -0.865 1.687 0.306 0.961 0.798
H 4.931 -0.021 0.193 0.862 0.719 1.047

=====

No. 4
63
Properties=species:S:1:pos:R:3:forces:R:3 method="wB97M-V/def2-TZVPD" multiplicity=5 charge=0 total_energy_ha=-2737.2942 s_squared=6.26 homo_energy_ev="-4.6 / -4.1" relative_energy_kj_mol=146.2 orbital_gap_ev="5.07 / 4.54"
P -1.727 1.408 -1.949 2.221 0.944 -0.533
P 2.777 -0.578 -1.547 -0.394 -0.367 -0.063
C 0.015 1.157 -2.431 -3.440 1.702 -0.131
C 1.329 -0.114 -2.661 3.834 -1.370 0.202
H 0.563 2.108 -2.303 -0.368 -0.029 -0.103
H -0.208 1.066 -3.511 0.680 -0.566 0.870
H 0.816 -0.984 -3.083 0.080 -0.036 0.213
H 1.837 0.425 -3.468 -1.037 -0.052 0.623
C 4.246 0.484 -1.729 0.617 -0.193 -0.135
H 4.762 0.421 -0.754 -0.070 0.184 -0.506
H 3.944 1.531 -1.894 0.094 -0.416 0.117
H 4.927 0.143 -2.524 -0.052 0.266 0.162
C 3.216 -2.302 -1.939 0.391 -0.724 0.402
H 4.249 -2.377 -2.318 -0.405 -0.049 0.016
H 2.506 -2.746 -2.664 0.447 0.246 0.390
H 3.157 -2.858 -0.982 0.100 -0.066 -0.620
C -2.148 3.121 -2.304 -1.314 0.936 0.422
H -2.880 3.512 -1.580 0.035 0.192 -0.266
H -2.587 3.208 -3.311 0.170 -0.113 0.338
H -1.261 3.771 -2.272 -0.199 -0.419 0.153
C -2.713 0.379 -3.026 -0.823 -0.349 0.004
H -2.198 -0.572 -3.214 -0.042 0.191 0.137
H -2.870 0.888 -3.990 0.114 -0.136 0.452
H -3.696 0.178 -2.579 0.184 -0.083 -0.199
Cr 0.901 0.488 -0.706 0.674 0.198 -1.978
C 2.612 0.486 -5.419 1.074 0.355 0.151
C 3.142 1.556 -4.790 0.539 -1.026 -1.077
C 3.017 2.971 -5.260 -0.076 0.404 -0.014
C 1.590 3.372 -5.728 0.593 0.210 -0.125
C 0.465 2.671 -5.034 -1.167 -0.237 -0.808
C -0.150 1.563 -5.508 -0.246 1.455 -0.430
C 0.336 0.712 -6.645 -0.023 -0.205 -0.251
C 1.871 0.506 -6.725 -0.098 -0.117 -0.342
C -1.921 1.006 -0.222 -1.480 0.100 0.465
H 2.804 -0.531 -5.041 -0.005 0.638 0.092
H 3.856 1.402 -3.975 -0.622 -0.102 -0.160
H 3.726 3.145 -6.091 -0.180 0.043 0.290
H 3.315 3.650 -4.446 -0.001 -0.256 -0.223
H 1.465 4.450 -5.528 0.059 -0.330 -0.203
H 1.511 3.247 -6.819 -0.057 -0.044 0.365
H 0.043 3.229 -4.187 -0.012 -0.436 -0.437
H -1.196 1.351 -5.234 0.733 -0.081 0.453
H -0.017 1.137 -7.604 0.121 -0.148 0.269
H -0.145 -0.279 -6.577 0.109 0.350 0.083
H 2.043 -0.479 -7.192 -0.041 0.427 -0.018
H 2.312 1.254 -7.397 -0.071 -0.108 0.183
H -1.631 -0.021 0.009 0.099 0.024 -0.272
H -2.990 1.107 0.007 -0.038 -0.009 0.231
H -1.370 1.669 0.452 0.100 0.054 -0.351
O 1.148 0.862 1.269 -0.667 -1.444 1.105
C 0.841 -0.375 1.509 -0.182 0.373 -2.212
O 0.402 -1.113 0.540 -0.018 0.299 2.344
C 1.042 -0.934 2.844 0.091 -0.308 0.328
C 1.504 -0.075 3.833 -0.042 -0.058 0.466
C 1.634 -0.536 5.139 -0.136 -0.401 -0.010
C 1.308 -1.871 5.432 0.042 0.111 -0.200
C 0.888 -2.752 4.415 0.214 0.394 0.244
C 0.769 -2.281 3.104 -0.113 -0.081 0.514
H 1.733 0.953 3.557 -0.074 -0.263 0.102
H 1.969 0.152 5.920 -0.099 -0.349 -0.191
H 1.392 -2.221 6.467 -0.047 0.047 -0.418
H 0.656 -3.795 4.663 0.110 0.472 -0.154
H 0.439 -2.941 2.297 0.113 0.354 0.241